{
  "formula": "C2H3N3S2",
  "method": "the ωB97M-V functional and the def2-TZVPD basis",
  "species": ["C", "C", "H", "H", "H", "N", "N", "N", "S", "S"],
  "coordinates": [[-0.371849, 1.009716, -0.155006], [0.490750, -0.892769, 0.416239], [0.500161, 2.584357, -1.593471], [-1.339067, -1.649127, 0.892265], [1.415985, 0.456371, -0.695169], [-1.435177, 0.263578, 0.154283], [-0.787324, -0.854035, 0.717672], [0.717385, 0.306023, 0.004291], [-0.649553, 2.466631, -0.902632], [1.227386, -2.473021, 0.508584]],
  "atomic_forces_ev_per_a": [[-5.169, -2.112, 0.054], [-0.386, -6.378, 1.813], [-0.043, -0.159, 0.147], [-0.465, -0.989, 0.351], [1.171, 0.119, 0.337], [1.823, 0.599, 1.424], [-2.486, 1.795, -0.753], [5.254, 2.537, -2.136], [-0.067, 2.554, -0.958], [0.367, 2.033, -0.279]],
  "homo_energy_ev": -8.10,
  "relative_energy_kcal_mol": 20.7,
  "smiles": "S=c1[nH]nc(S)[nH]1",
  "max_force_ev_per_a": 6.64,
  "spin_multiplicity": 1
}

{
  "formula": "C4H22NO9S",
  "method": "the ωB97M-V functional and the def2-TZVPD basis",
  "species": ["C", "N", "C", "C", "S", "C", "O", "O", "H", "H", "H", "H", "H", "H", "H", "H", "H", "H", "O", "H", "H", "O", "H", "H", "O", "H", "H", "O", "H", "H", "O", "H", "H", "O", "H", "H", "O"],
  "coordinates": [[-3.245714, -0.798183, 1.071334], [-2.133765, 0.181091, 1.129067], [-1.219855, -0.164793, 2.231554], [-0.350770, 1.069573, 2.529427], [-1.105219, 2.217499, 3.727282], [-0.296784, -1.375554, 1.877424], [0.620787, -0.984206, 1.086278], [-0.452103, -2.497531, 2.377775], [-3.799980, -0.658728, 1.988797], [-2.879704, -1.825264, 1.034178], [-3.975587, -0.494357, 0.320648], [-1.693093, 0.145346, 0.213456], [-1.902200, -0.296722, 3.059967], [0.668690, 0.840164, 2.815042], [-0.328721, 1.621069, 1.610167], [-1.696595, 3.165509, 2.990352], [1.330426, -0.214011, -4.331614], [2.266112, 0.989532, -4.132053], [2.132894, 0.190159, -4.685188], [-0.203392, -0.404265, -2.250569], [0.327517, 0.210270, -0.864914], [-0.422495, 0.087573, -1.456411], [2.526535, 1.912067, -2.106470], [1.667640, 2.639749, -3.216219], [2.556839, 2.366093, -2.960925], [-0.894528, 2.877387, -1.306113], [-0.878888, 1.697933, -2.228418], [-0.797136, 2.674961, -2.244216], [3.426996, -0.238871, -0.451445], [1.964333, -0.030273, -0.225870], [2.629930, 0.007026, -0.936516], [2.521747, -1.904109, -2.279837], [2.690751, -1.495025, -3.828129], [2.530987, -2.202138, -3.191174], [-0.684753, -3.348594, 0.760151], [-0.631362, -2.662767, -0.596185], [-0.988093, -3.446247, -0.167123]],
  "atomic_forces_ev_per_a": [[0.301, 1.013, 0.652], [-0.735, -0.426, -0.330], [-0.060, 0.232, -0.419], [-0.747, 0.158, -0.438], [0.165, -0.042, 0.890], [0.474, 1.414, 0.428], [0.163, -0.460, -0.522], [-0.192, 0.110, -0.175], [-0.176, -0.243, 0.544], [-0.329, -0.129, -0.437], [0.351, -0.395, -0.491], [0.437, -0.023, 0.373], [0.151, -0.613, 0.485], [-0.038, -0.027, 0.303], [0.421, 0.309, -0.530], [0.124, -0.297, -0.441], [0.076, 0.097, -0.161], [0.294, -0.318, -0.065], [-0.288, 0.125, 0.041], [0.601, -0.266, 0.309], [0.006, -0.630, -0.159], [-0.921, 0.336, -0.371], [-0.309, -0.073, -0.082], [-0.178, 0.104, 0.650], [0.243, 0.025, -0.402], [-0.006, 0.164, -0.103], [0.149, 0.452, 0.109], [-0.043, -0.270, -0.009], [0.055, 0.015, -0.188], [0.039, -0.444, 0.241], [-0.057, 0.234, 0.342], [0.108, 0.690, -0.139], [0.176, 0.442, 0.635], [-0.229, -1.122, -0.403], [-0.079, -0.002, -0.199], [0.091, 0.023, 0.085], [-0.037, -0.166, -0.026]],
  "homo_energy_ev": -5.27,
  "relative_energy_kcal_mol": 0.7,
  "total_charge": -1,
  "max_force_ev_per_a": 1.55,
  "spin_multiplicity": 1
}

{
  "formula": "C20H32CdClN7O6S2",
  "method": "the ωB97M-V functional and the def2-TZVPD basis",
  "species": ["Cd", "C", "C", "N", "N", "C", "S", "N", "N", "H", "H", "H", "H", "H", "H", "O", "S", "O", "O", "O", "C", "O", "H", "H", "H", "H", "C", "C", "C", "C", "C", "O", "C", "C", "C", "C", "C", "C", "Cl", "C", "C", "C", "N", "C", "N", "C", "N", "H", "H", "H", "H", "H", "H", "H", "H", "H", "H", "H", "H", "H", "H", "H", "H", "H", "H", "H", "H", "H", "H"],
  "coordinates": [[-2.815949, -0.563568, -0.816490], [-6.644919, 0.150332, 2.763030], [-5.925204, -1.079923, 2.366323], [-5.815126, -2.175842, 3.046273], [-4.994759, -2.963127, 2.285589], [-4.581366, -2.379229, 1.161149], [-3.477376, -2.988252, 0.030510], [-5.217072, -1.179027, 1.185493], [-5.021649, -0.178340, 0.244859], [-7.034063, 0.022475, 3.769108], [-7.472918, 0.356994, 2.083339], [-5.956214, 0.997532, 2.736986], [-4.696962, -3.862353, 2.621914], [-4.663773, 0.693560, 0.761156], [-5.882203, 0.008854, -0.256941], [-1.660313, 2.806042, 1.185449], [-2.559865, 1.745080, 0.817348], [-3.863423, 1.795158, 1.536727], [-2.860723, 1.717587, -0.666098], [-1.947073, 0.378609, 1.074549], [-4.889806, -0.763973, -3.548567], [-3.780533, -1.391920, -2.899607], [-5.777892, -0.772661, -2.913637], [-5.114501, -1.258549, -4.493762], [-4.601450, 0.265799, -3.742148], [-4.030691, -2.281427, -2.617924], [5.343816, 1.572154, -2.114740], [4.561525, 0.334240, -1.664264], [5.457667, -0.517849, -0.755994], [4.220180, -0.519987, -2.890052], [3.254413, 0.733352, -0.904218], [2.622056, -0.438309, -0.409235], [3.540489, 1.745640, 0.224417], [2.419992, 1.933758, 1.254662], [2.204443, 0.772796, 2.198570], [0.915576, 0.307986, 2.452614], [0.697551, -0.761918, 3.305108], [1.778655, -1.375897, 3.915456], [1.515102, -2.731344, 4.976244], [3.068146, -0.925593, 3.696107], [3.272126, 0.149641, 2.840627], [2.213185, 1.393520, -1.865465], [1.050473, 0.572499, -2.125816], [-0.002977, 0.422057, -1.338888], [-0.820435, -0.477370, -1.866441], [-0.188203, -0.850626, -3.011117], [0.958488, -0.247702, -3.197572], [6.167465, 1.265403, -2.762046], [5.772563, 2.116395, -1.272341], [4.724570, 2.266361, -2.687676], [6.396250, -0.728543, -1.271472], [4.986420, -1.474994, -0.529544], [5.710451, -0.023671, 0.183012], [5.127821, -1.001767, -3.259232], [3.808864, 0.068975, -3.710669], [3.496299, -1.294108, -2.639229], [3.011391, -0.674786, 0.440256], [3.747117, 2.713023, -0.239572], [4.460345, 1.473016, 0.742359], [1.471837, 2.170975, 0.766241], [2.666228, 2.820049, 1.846475], [0.056363, 0.777298, 1.986352], [-0.307826, -1.115604, 3.487886], [3.900309, -1.406804, 4.191423], [4.285186, 0.503716, 2.686332], [2.646212, 1.634228, -2.831708], [1.849225, 2.323218, -1.430782], [-0.183303, 0.964597, -0.424607], [-0.590230, -1.567858, -3.706089]],
  "atomic_forces_ev_per_a": [[0.150, -0.156, -0.033], [-0.007, 0.002, 0.008], [0.020, 0.005, 0.012], [0.018, 0.008, 0.002], [0.003, 0.009, -0.004], [0.018, 0.004, 0.032], [-0.070, 0.018, -0.058], [-0.020, -0.036, 0.001], [0.098, 0.130, 0.065], [-0.005, -0.004, -0.002], [0.002, -0.001, -0.005], [-0.001, -0.003, 0.009], [0.000, -0.001, 0.004], [-0.090, 0.003, -0.090], [-0.030, -0.079, 0.028], [0.191, 0.034, -0.027], [-0.379, -0.139, 0.019], [0.115, 0.044, -0.016], [0.004, 0.024, -0.020], [-0.077, -0.018, 0.072], [0.014, 0.014, -0.011], [-0.021, -0.002, -0.026], [-0.002, 0.001, 0.003], [0.001, 0.000, 0.000], [0.006, 0.002, 0.004], [-0.050, 0.018, 0.007], [-0.001, -0.012, 0.013], [-0.001, -0.015, -0.002], [-0.022, 0.004, 0.002], [-0.003, 0.016, -0.035], [-0.006, 0.082, -0.010], [0.029, -0.008, 0.019], [0.019, -0.032, -0.008], [0.030, 0.038, -0.019], [-0.052, -0.034, 0.008], [0.041, 0.085, -0.008], [0.011, -0.021, 0.020], [-0.016, 0.027, -0.031], [-0.003, -0.015, 0.014], [0.022, -0.007, 0.006], [-0.003, -0.015, 0.003], [0.047, 0.025, -0.016], [0.008, -0.004, 0.008], [-0.046, 0.020, 0.010], [0.030, 0.107, -0.024], [0.043, -0.046, 0.040], [-0.062, 0.029, -0.066], [0.001, -0.004, 0.001], [-0.003, 0.005, 0.007], [0.003, 0.003, -0.002], [-0.004, -0.001, -0.004], [-0.002, -0.001, 0.011], [-0.001, 0.011, 0.013], [-0.002, 0.010, -0.012], [-0.025, -0.005, 0.013], [0.019, -0.027, 0.010], [-0.033, 0.012, 0.033], [0.001, 0.000, -0.021], [0.007, -0.021, 0.013], [-0.016, -0.009, 0.012], [-0.003, 0.008, -0.004], [0.055, -0.026, 0.010], [-0.010, 0.006, -0.015], [0.004, 0.001, 0.000], [0.002, -0.004, 0.003], [0.034, -0.010, 0.011], [-0.049, -0.021, 0.006], [0.059, -0.013, 0.015], [0.010, -0.012, 0.001]],
  "homo_energy_ev": -8.60,
  "max_force_ev_per_a": 0.40,
  "spin_multiplicity": 1
}

{
  "formula": "C32H46BrN3P2Ti",
  "method": "the ωB97M-V functional and the def2-TZVPD basis",
  "species": ["N", "C", "C", "C", "C", "C", "C", "Ti", "P", "C", "C", "C", "C", "C", "C", "C", "Br", "H", "H", "H", "H", "H", "H", "H", "H", "H", "H", "P", "C", "C", "H", "H", "H", "H", "H", "C", "C", "H", "H", "H", "H", "H", "C", "C", "H", "H", "H", "H", "H", "C", "C", "H", "H", "H", "H", "H", "C", "C", "H", "H", "H", "H", "H", "C", "C", "H", "H", "H", "H", "H", "N", "C", "N", "C", "C", "C", "C", "C", "C", "H", "H", "H", "H", "H", "H"],
  "coordinates": [[7.909963, 0.161474, -3.630874], [7.593236, 1.235540, -2.902842], [6.284927, 1.508115, -2.474452], [5.213376, 0.623652, -2.810964], [5.584606, -0.543162, -3.548259], [6.927978, -0.689314, -3.954007], [3.883956, 0.947897, -2.294857], [0.581372, 0.494680, -0.483500], [-2.779669, -2.392657, 3.554823], [2.814475, 0.091507, -2.199090], [2.485060, -0.240289, -0.829401], [1.976506, -1.514799, -0.465957], [1.680800, -1.815217, 0.884249], [1.519216, -0.681860, 1.724218], [2.207370, 0.551047, 1.459209], [2.523699, 0.841982, 0.116496], [-0.378413, -0.237027, 2.150066], [3.875124, 1.909719, -1.729688], [2.470262, -0.585103, -2.994008], [6.141694, 2.389353, -1.835315], [4.866489, -1.335423, -3.791925], [8.418588, 1.910565, -2.637297], [7.246801, -1.547797, -4.556600], [1.945870, -2.290264, -1.251856], [2.606046, 1.860706, -0.267749], [1.542506, -2.858469, 1.191605], [2.515442, 1.280568, 2.197352], [-1.239060, -0.358927, -1.868460], [-1.281021, -2.031858, 4.547982], [-1.139851, -2.855063, 5.825744], [-1.317587, -0.958128, 4.793155], [-0.424723, -2.206262, 3.882565], [-0.344358, -2.421486, 6.442664], [-2.066108, -2.852159, 6.408227], [-0.858925, -3.898474, 5.641683], [-2.221987, -3.383354, 2.134078], [-2.996093, -4.708491, 2.067392], [-1.136528, -3.556218, 2.229452], [-2.416493, -2.815015, 1.217109], [-2.482697, -5.406587, 1.392952], [-3.095768, -5.175809, 3.057512], [-4.008734, -4.571363, 1.665347], [-3.600826, -0.917599, 2.835890], [-4.873337, -0.501949, 3.566195], [-3.839348, -1.176780, 1.790175], [-2.868665, -0.096405, 2.844732], [-5.461620, 0.153156, 2.913074], [-5.480034, -1.370459, 3.841040], [-4.693385, 0.059187, 4.488537], [-2.880126, 0.437740, -2.041906], [-3.393779, 0.677924, -3.460094], [-2.838339, 1.384548, -1.474410], [-3.573965, -0.225691, -1.498028], [-2.884220, 1.520191, -3.945997], [-3.276283, -0.206481, -4.097650], [-4.465570, 0.916043, -3.411829], [-1.644844, -2.115994, -1.520310], [-0.679797, -3.151463, -2.055850], [-2.654601, -2.254806, -1.935442], [-1.735206, -2.186225, -0.421985], [-0.432225, -2.979839, -3.105558], [0.248550, -3.183227, -1.481199], [-1.147941, -4.136585, -1.981515], [-0.408573, -0.251413, -3.502281], [0.171566, 1.127711, -3.821703], [-1.162662, -0.553530, -4.242068], [0.375285, -1.024105, -3.528295], [1.037572, 1.011442, -4.485999], [-0.561582, 1.764547, -4.335531], [0.543675, 1.693859, -2.944531], [-1.381873, 4.286126, -0.562237], [-0.958774, 3.084777, -0.961046], [-0.272138, 2.472254, 0.009586], [-0.289445, 3.334634, 1.136087], [0.314386, 3.257905, 2.406697], [0.233535, 4.377804, 3.238669], [-0.437929, 5.539422, 2.829638], [-1.070146, 5.601575, 1.580059], [-0.983181, 4.488686, 0.765205], [-1.923611, 4.963927, -1.117293], [-1.113501, 2.703699, -1.989645], [0.810988, 2.333260, 2.696102], [0.698543, 4.372460, 4.220433], [-0.463847, 6.410887, 3.481564], [-1.610073, 6.482557, 1.221940]],
  "atomic_forces_ev_per_a": [[-0.513, 0.252, 0.024], [-0.371, -0.165, 0.168], [-0.113, -0.169, -0.113], [0.939, 0.391, -1.059], [0.195, 0.454, 0.095], [-0.501, -0.037, 0.326], [1.288, 0.446, 0.021], [-4.024, 0.527, 3.063], [-1.619, -1.367, 1.340], [-0.276, -0.634, -0.222], [0.507, 0.478, -0.534], [1.604, -0.753, 0.168], [-0.405, 0.635, -1.589], [-0.521, 0.963, -0.449], [0.155, 0.139, -1.859], [2.325, -0.853, 1.193], [0.953, -0.575, 0.368], [0.264, -1.177, -0.006], [0.977, -0.167, 0.430], [-0.201, -0.352, -0.418], [0.253, 0.465, 0.020], [-0.427, -0.326, -0.116], [-0.296, 0.273, 0.287], [0.330, 0.435, 0.728], [1.020, -0.182, 0.617], [-0.790, 0.571, -0.031], [-1.070, 0.141, 0.275], [0.052, -0.245, -0.646], [0.315, 0.555, -0.411], [0.028, -0.026, 0.235], [0.161, -0.233, 0.040], [0.106, 0.118, 0.412], [-0.139, -0.091, -0.042], [0.141, 0.003, -0.105], [-0.181, 0.189, -0.133], [0.128, -0.115, -0.302], [0.139, -0.350, -0.252], [-0.252, -0.031, -0.142], [0.225, -0.107, 0.077], [-0.131, 0.022, 0.160], [0.113, 0.160, -0.331], [0.212, 0.102, 0.212], [0.757, 0.393, -0.086], [-0.320, 0.234, 0.023], [0.152, 0.112, 0.283], [-0.346, 0.273, -0.277], [-0.020, -0.120, 0.164], [0.099, 0.101, -0.172], [0.201, -0.156, -0.118], [-0.233, 0.295, 0.495], [-0.193, 0.023, -0.120], [-0.238, -0.425, -0.208], [0.204, 0.283, -0.094], [-0.103, -0.224, 0.084], [-0.126, 0.180, 0.127], [0.336, -0.040, -0.105], [-0.568, 0.383, -0.017], [0.063, -0.377, -0.050], [0.252, -0.203, 0.091], [-0.010, 0.006, -0.482], [-0.056, -0.118, 0.075], [-0.232, -0.071, -0.108], [0.167, 0.065, -0.028], [-0.529, -0.594, -0.235], [0.141, 0.211, -0.274], [0.432, 0.106, -0.151], [-0.254, 0.240, 0.087], [-0.270, 0.174, 0.070], [0.203, -0.135, 0.172], [-0.126, -0.298, -0.230], [-0.740, 0.972, -0.114], [0.504, 0.070, 0.398], [-0.157, -0.397, -0.660], [0.140, 0.137, -0.394], [-0.166, 0.054, -0.262], [-0.013, -0.461, -0.389], [-0.476, 0.138, -0.810], [-0.055, 0.521, 0.560], [0.332, -0.318, -0.348], [0.495, -0.686, 0.409], [0.094, 0.338, 0.999], [-0.134, 0.517, 0.160], [-0.052, -0.134, -0.181], [-0.027, -0.255, -0.136], [0.271, -0.179, 0.355]],
  "homo_energy_ev": [-11.71, -11.71],
  "relative_energy_kcal_mol": 8.6,
  "total_charge": 2,
  "max_force_ev_per_a": 5.08,
  "spin_multiplicity": 3
}

Result set for calculated total energy: -1038.60459; -1295.80690; -3040.42175; -5516.68743 hartree, one per record in the order listed.